Record 1
6 unconnected molecules or ions with the total composition C26H35F15N2O12 at a distorted geometry. Source: the Open Molecules 2025 dataset; level of theory: ωB97M-V/def2-TZVPD.

## Properties
* F_max: 3.036 eV Å⁻¹
* 2S+1: 1
* total charge: 0
* highest occupied orbital energy: -8.096 eV

The geometry in XYZ format:
```
90
Properties=species:S:1:pos:R:3:lowdin_charge:R:1
N 9.646 -2.973 -1.668 0.0323
C 8.776 -2.522 -2.746 -0.1944
N 7.325 -2.498 -2.386 -0.0650
C 6.435 -1.632 -2.759 0.0543
C 5.013 -2.045 -2.184 -0.0441
C 5.300 -3.604 -2.229 -0.1935
C 4.204 -4.597 -1.731 -0.6832
O 4.342 -5.099 -0.609 -0.0217
O 3.251 -4.862 -2.534 -0.0709
C 6.683 -3.531 -1.505 -0.0624
H 9.403 -2.566 -0.767 0.0870
H 9.585 -3.988 -1.655 0.0777
H 9.106 -1.557 -3.209 0.1355
H 8.876 -3.284 -3.567 0.1479
H 6.666 -0.751 -3.402 0.1593
H 4.259 -1.852 -2.983 0.1344
H 4.801 -1.616 -1.172 0.1206
H 5.540 -3.900 -3.287 0.1536
H 7.249 -4.453 -1.271 0.1416
H 6.427 -2.971 -0.563 0.1454
C 0.395 -3.715 -3.042 -0.0555
C -0.085 -3.052 -1.771 -0.1921
O -1.481 -2.694 -1.863 0.0236
C -2.356 -3.676 -1.643 -0.3995
O -2.069 -4.807 -1.382 0.1717
C -3.784 -3.134 -1.729 -0.5266
F -3.970 -2.342 -2.799 0.1574
F -4.098 -2.399 -0.642 0.1428
F -4.697 -4.108 -1.813 0.1645
H 0.188 -3.079 -3.907 0.0818
H 1.471 -3.906 -2.988 0.0443
H -0.117 -4.662 -3.212 0.0833
H 0.460 -2.121 -1.614 0.1026
H 0.092 -3.682 -0.897 0.1329
C -3.691 -4.048 2.160 -0.0550
C -3.689 -3.296 3.475 -0.1944
O -5.018 -3.205 4.017 0.0294
C -5.462 -4.285 4.666 -0.3887
O -4.840 -5.295 4.818 0.1720
C -6.863 -4.025 5.225 -0.5288
F -7.670 -3.444 4.321 0.1596
F -6.821 -3.208 6.294 0.1588
F -7.467 -5.152 5.618 0.1647
H -4.392 -3.592 1.460 0.0705
H -2.695 -4.045 1.714 0.0841
H -4.005 -5.083 2.297 0.0838
H -3.349 -2.273 3.314 0.1251
H -3.010 -3.751 4.199 0.1258
C 3.793 -0.700 4.623 -0.0582
C 4.186 0.328 3.581 -0.1991
O 3.836 -0.121 2.260 0.0255
C 2.558 0.047 1.905 -0.3820
O 1.713 0.531 2.598 0.1760
C 2.345 -0.430 0.468 -0.5147
F 2.923 -1.620 0.230 0.1591
F 2.866 0.434 -0.427 0.1531
F 1.050 -0.565 0.161 0.1405
H 4.230 -1.671 4.385 0.0862
H 4.132 -0.391 5.612 0.0846
H 2.711 -0.835 4.654 0.0788
H 5.268 0.462 3.586 0.1240
H 3.740 1.302 3.787 0.1266
C -0.406 1.829 -0.431 -0.0595
C -1.633 2.422 -1.092 -0.1837
O -1.559 3.860 -1.117 0.0324
C -0.812 4.391 -2.087 -0.3882
O -0.214 3.765 -2.913 0.1723
C -0.867 5.918 -2.016 -0.5165
F -0.706 6.378 -0.760 0.1521
F -2.051 6.389 -2.456 0.1340
F 0.082 6.499 -2.758 0.1691
H -0.264 2.254 0.565 0.0911
H -0.504 0.752 -0.344 0.0667
H 0.497 2.049 -1.004 0.0776
H -2.521 2.168 -0.514 0.1290
H -1.780 2.027 -2.098 0.1291
C -3.638 7.930 -0.993 -0.0637
C -4.128 8.599 0.275 -0.1869
O -5.531 8.905 0.188 0.0292
C -6.367 7.892 0.431 -0.3889
O -6.030 6.778 0.708 0.1712
C -7.817 8.374 0.349 -0.5290
F -8.037 9.141 -0.733 0.1587
F -8.150 9.112 1.424 0.1600
F -8.685 7.359 0.288 0.1653
H -3.874 8.545 -1.864 0.0940
H -2.568 7.776 -0.950 0.0549
H -4.122 6.965 -1.142 0.0832
H -3.612 9.549 0.413 0.1261
H -3.922 7.990 1.157 0.1277
```



Record 2
2 unconnected molecules or ions with the total composition C26H35F2N4O10P at a distorted geometry. Source: the Open Molecules 2025 dataset; level of theory: ωB97M-V/def2-TZVPD.

## Properties
* energy relative to the best compared isomer or geometry (same formula, charge and spin): 0.0 kJ/mol
* F_max: 2.331 eV Å⁻¹
* 2S+1: 1
* total charge: +2
* highest occupied orbital energy: -13.816 eV

The geometry in XYZ format:
```
78
Properties=species:S:1:pos:R:3:lowdin_charge:R:1
C 2.159 -2.156 2.083 -0.0549
C 1.006 -1.178 2.348 -0.3018
O 1.471 -0.255 3.318 -0.1616
P 0.570 1.061 3.491 0.5111
O -0.591 0.914 4.365 -0.2318
C 0.018 1.700 1.876 -0.1901
C 0.050 3.222 1.740 -0.1707
C -1.274 3.978 1.947 -0.1393
N -2.487 3.218 1.618 -0.0007
C -2.555 2.795 0.205 -0.0266
C -3.318 1.495 -0.018 -0.4077
O -3.260 0.985 -1.094 0.1567
O -4.079 0.920 0.980 0.0764
C -3.317 0.243 1.958 -0.4514
C -3.438 0.618 3.391 0.0330
O -2.599 -0.633 1.592 0.1279
C -3.573 4.090 1.821 -0.4675
O -3.485 5.203 2.246 0.2015
O -4.817 3.658 1.358 0.0344
N -5.505 2.946 2.360 0.0812
C -6.185 3.887 3.249 -0.4637
O -5.927 3.958 4.406 0.2288
F -7.096 4.622 2.691 0.2179
C -6.517 2.183 1.649 -0.4831
O -7.124 2.535 0.688 0.2289
F -6.692 1.032 2.229 0.1971
O 1.605 2.114 4.086 -0.2006
C 1.074 2.965 5.134 -0.2577
C 2.125 4.008 5.400 -0.0646
H 2.792 -2.199 2.954 0.0844
H 2.773 -1.725 1.300 0.0620
H 1.801 -3.125 1.773 0.0703
H 0.170 -1.772 2.690 0.1254
H 0.787 -0.713 1.396 0.0627
H -0.937 1.241 1.677 0.0607
H 0.704 1.309 1.128 0.0804
H 0.397 3.430 0.739 0.1028
H 0.776 3.682 2.389 0.1011
H -1.222 4.855 1.311 0.1336
H -1.318 4.351 2.952 0.1231
H -1.590 2.632 -0.245 0.1314
H -3.050 3.572 -0.368 0.1548
H -2.878 1.512 3.586 0.0739
H -3.020 -0.187 3.965 0.0935
H -4.465 0.826 3.626 0.0799
H 0.892 2.424 6.044 0.1212
H 0.193 3.463 4.759 0.1017
H 1.844 4.582 6.271 0.0841
H 2.228 4.705 4.580 0.0737
H 3.080 3.555 5.618 0.0815
C 5.868 -5.230 -7.822 0.0585
N 4.939 -4.684 -6.799 -0.0710
C 4.526 -3.411 -6.910 0.0252
C 3.639 -2.877 -6.006 0.0605
C 3.153 -3.663 -4.963 -0.1247
C 3.615 -4.972 -4.864 0.0590
C 4.508 -5.458 -5.793 0.0317
C 2.156 -3.139 -3.996 -0.1279
C 0.929 -3.772 -3.833 0.0589
C 0.030 -3.299 -2.902 0.0359
N 0.324 -2.234 -2.145 -0.0585
C 1.492 -1.591 -2.293 0.0249
C 2.422 -2.019 -3.211 0.0591
C -0.636 -1.762 -1.113 0.0673
H 6.757 -4.606 -7.849 0.1180
H 5.360 -5.218 -8.783 0.1195
H 6.136 -6.246 -7.558 0.1072
H 4.914 -2.840 -7.741 0.1616
H 3.316 -1.854 -6.135 0.1455
H 3.290 -5.622 -4.065 0.1456
H 4.884 -6.469 -5.748 0.1566
H 0.658 -4.632 -4.428 0.1452
H -0.931 -3.767 -2.747 0.1584
H 1.664 -0.737 -1.654 0.1572
H 3.359 -1.485 -3.291 0.1444
H -0.874 -0.720 -1.314 0.1117
H -0.158 -1.876 -0.144 0.0924
H -1.535 -2.365 -1.157 0.1147
```